321
Properties=species:S:1:pos:R:3:forces:R:3:lowdin_charge:R:1 method="wB97M-V/def2-TZVPD" gap_ev=8.8 relative_energy_kcal_mol=250.01 homo_energy_ha=-0.306 mol_weight_g_mol=1734.579
C -0.4271 -16.1822 -22.7527 -1.35 -0.94 0.46 -0.108
O 0.3528 -16.8747 -21.7872 -0.87 0.83 -1.28 -0.170
C 1.6861 -16.4619 -21.8357 0.75 -0.03 0.26 -0.266
C 2.3877 -17.6341 -21.2568 0.80 0.36 0.58 -0.184
N 3.8571 -17.5324 -21.3516 -2.15 1.78 -0.38 -0.039
C 4.5449 -18.5912 -20.8011 3.47 -0.64 0.66 -0.297
C 4.8587 -19.6522 -21.7695 -1.57 -1.63 0.24 -0.216
O 3.6670 -20.4672 -21.6354 1.57 -0.86 -2.00 -0.206
C 3.8206 -21.6762 -22.4146 -1.37 -0.27 2.13 -0.093
H -1.4816 -16.2931 -22.4996 -0.03 0.49 0.67 0.072
H -0.4834 -16.7272 -23.6950 0.97 0.23 -0.60 0.085
H -0.1707 -15.1267 -22.8438 -0.23 -0.15 0.08 0.077
H 1.7978 -15.5399 -21.2653 0.15 0.19 0.31 0.132
H 2.1780 -16.2702 -22.7894 -0.70 -0.05 -0.78 0.117
H 1.9957 -18.5012 -21.7882 0.59 -0.11 -0.10 0.108
H 1.9550 -17.6993 -20.2585 0.51 -0.42 0.63 0.128
H 4.2884 -16.7484 -20.8831 -1.12 0.81 -0.21 0.116
H 4.1735 -19.0153 -19.8682 -0.33 -0.19 0.06 0.135
H 5.5343 -18.1944 -20.5735 0.27 0.20 0.50 0.122
H 5.7804 -20.1828 -21.5307 -0.05 -0.53 0.43 0.118
H 5.0015 -19.3279 -22.8003 -0.31 0.43 -0.09 0.121
H 2.8530 -22.1573 -22.2716 -0.15 0.09 -1.02 0.054
H 4.4300 -22.3597 -21.8233 0.94 0.03 -0.38 0.082
H 4.1269 -21.5634 -23.4546 -0.11 0.15 0.16 0.076
C -14.5512 -7.5484 -32.6241 0.89 -0.87 -1.43 -0.063
O -13.9200 -8.8701 -32.8900 -1.05 0.41 -0.51 -0.193
C -13.3031 -9.0763 -34.1926 0.30 2.22 -0.22 -0.216
C -11.8589 -8.5855 -34.2075 -0.37 -1.75 1.12 -0.220
N -11.1655 -9.5307 -33.3266 1.07 -0.22 -0.78 -0.067
C -9.7661 -9.1901 -33.1881 0.17 -0.69 2.00 -0.202
C -9.1108 -9.9643 -32.0098 -0.35 -0.78 0.32 -0.205
O -9.8335 -9.7291 -30.7714 0.39 -0.96 0.56 -0.207
C -9.1293 -10.3815 -29.6437 -0.06 2.77 -0.68 -0.061
H -15.0630 -7.4762 -31.6645 0.74 -0.66 0.28 0.080
H -15.3486 -7.2899 -33.3208 0.04 -0.41 -0.55 0.072
H -13.7792 -6.7893 -32.7501 -0.02 0.16 0.37 0.074
H -13.7418 -8.5730 -35.0543 -1.10 0.60 0.39 0.106
H -13.2504 -10.0923 -34.5838 -0.39 -0.46 1.22 0.118
H -11.6528 -7.5527 -33.9265 -0.44 0.37 0.11 0.109
H -11.5512 -8.7053 -35.2463 0.50 -0.13 -0.04 0.116
H -11.5256 -9.5879 -32.3847 -0.69 0.30 -0.08 0.102
H -9.7200 -8.1680 -32.8123 0.50 0.71 -0.57 0.108
H -9.2398 -9.3686 -34.1258 0.26 0.22 0.16 0.113
H -8.0533 -9.7431 -31.8653 0.09 0.52 -0.18 0.091
H -9.1291 -11.0497 -32.1077 -0.14 -0.21 -0.70 0.104
H -9.6645 -10.2115 -28.7095 -0.85 -0.67 -0.36 0.074
H -8.3276 -9.6655 -29.4626 0.90 -0.54 -0.13 0.054
H -8.7476 -11.3923 -29.7874 -0.36 -0.02 -0.29 0.086
C -4.5162 -9.6461 -19.3649 1.57 -0.41 0.39 -0.135
O -4.4444 -9.4626 -20.7498 -1.44 0.94 0.22 -0.214
C -5.2899 -8.3478 -21.1352 1.30 -1.18 -1.38 -0.185
C -5.0325 -8.2503 -22.6544 -0.54 0.52 0.31 -0.201
N -5.0879 -9.5492 -23.4028 -0.43 1.58 1.00 -0.032
C -4.4423 -9.3598 -24.6908 -0.40 -0.56 -1.48 -0.199
C -4.4681 -10.6666 -25.6089 -0.50 1.87 1.13 -0.202
O -3.5353 -11.5925 -25.1726 0.01 -0.74 1.15 -0.208
C -2.2181 -11.2237 -25.4266 1.02 -0.55 -2.04 -0.112
H -3.7621 -10.3907 -19.1099 -0.35 -0.57 -0.08 0.089
H -5.4988 -9.9409 -18.9963 -0.07 0.16 0.00 0.093
H -4.0816 -8.7823 -18.8619 -0.64 0.54 0.27 0.085
H -4.9666 -7.4415 -20.6231 0.28 0.18 -0.07 0.116
H -6.3454 -8.4506 -20.8833 -0.11 -0.70 0.01 0.118
H -4.0651 -7.7659 -22.7872 0.51 -0.14 0.05 0.104
H -5.7188 -7.4756 -22.9964 -0.43 -0.33 -0.62 0.110
H -4.5193 -10.1112 -22.7856 0.14 -0.74 -0.29 0.086
H -3.4774 -8.8738 -24.5465 0.69 -0.50 -0.22 0.096
H -4.9542 -8.5955 -25.2756 -0.61 0.07 0.13 0.111
H -4.3900 -10.5065 -26.6842 0.63 0.66 -0.22 0.100
H -5.4841 -11.0587 -25.5612 0.10 -0.39 0.63 0.103
H -2.1041 -11.2281 -26.5106 0.00 0.53 -0.63 0.081
H -1.5059 -12.0229 -25.2216 -0.26 -0.08 1.03 0.073
H -1.8209 -10.2618 -25.1023 -0.48 0.01 0.63 0.090
C -4.9779 -6.2870 -32.9777 0.20 -0.28 0.42 -0.090
O -4.7869 -7.1950 -31.8700 0.06 0.44 -0.17 -0.201
C -5.7995 -7.1607 -30.8604 -0.30 0.24 0.18 -0.193
C -5.6944 -8.3500 -29.8724 -0.76 -0.42 -1.08 -0.183
N -5.7047 -9.5816 -30.6861 0.52 0.52 -0.14 -0.058
C -5.2437 -10.7241 -29.9235 0.66 -0.02 -0.94 -0.192
C -3.6990 -10.6578 -29.8507 -0.37 -1.69 1.85 -0.185
O -3.1065 -11.1822 -31.0466 -3.32 0.86 -0.15 -0.199
C -1.7666 -11.3211 -31.1797 1.83 0.47 0.45 -0.148
H -4.1314 -6.3993 -33.6551 -0.06 -0.40 0.09 0.083
H -4.9756 -5.2252 -32.7315 -0.03 0.07 0.71 0.079
H -5.9045 -6.4548 -33.5267 -0.15 -0.42 0.07 0.083
H -6.7637 -7.1460 -31.3685 -0.30 -0.43 0.05 0.113
H -5.7768 -6.2259 -30.3002 0.33 0.25 0.11 0.116
H -6.5598 -8.4482 -29.2170 -0.35 0.66 -0.10 0.101
H -4.8668 -8.2771 -29.1668 0.57 0.20 -0.22 0.103
H -4.8990 -9.4273 -31.2754 -0.26 0.14 -1.08 0.071
H -5.4199 -11.6808 -30.4152 -0.32 0.04 -0.55 0.107
H -5.8576 -10.8204 -29.0280 0.78 0.19 0.66 0.111
H -3.5254 -11.3281 -29.0089 0.87 -0.34 0.19 0.105
H -3.3456 -9.6813 -29.5192 0.29 0.24 -0.60 0.117
H -1.2188 -10.4602 -30.7964 0.15 0.14 0.52 0.090
H -1.4669 -11.3085 -32.2276 -0.37 -0.47 -0.21 0.083
H -1.4277 -12.2300 -30.6825 0.36 -0.15 0.00 0.089
C 1.3314 -24.4524 -21.7960 0.41 -0.26 -0.62 -0.077
O 1.2768 -24.9185 -23.1896 -0.50 -0.39 2.25 -0.159
C 0.2139 -25.8205 -23.3705 -1.08 -0.75 -1.15 -0.261
C -1.1597 -25.1901 -23.3716 -0.36 1.94 -0.57 -0.195
N -1.2158 -24.0466 -24.3410 -0.27 -0.02 0.90 -0.034
C -2.3159 -23.1093 -24.1227 -0.90 0.00 -0.03 -0.201
C -2.1028 -22.0995 -22.9925 0.23 2.19 -0.47 -0.168
O -0.9133 -21.3699 -23.3153 1.69 -0.33 -0.85 -0.272
C -0.5555 -20.1155 -22.7475 -1.16 -0.43 1.08 -0.077
H 2.3508 -24.5734 -21.4296 0.30 0.74 -0.49 0.083
H 0.8280 -25.0348 -21.0243 -0.82 -0.55 -0.61 0.082
H 0.9281 -23.4413 -21.7410 0.38 0.13 0.01 0.078
H 0.1079 -26.6562 -22.6787 0.78 0.02 0.68 0.116
H 0.3344 -26.3223 -24.3306 0.38 0.30 -0.25 0.122
H -1.3952 -24.8265 -22.3714 -0.06 0.01 0.41 0.101
H -1.9636 -25.8728 -23.6472 0.25 -0.34 -0.03 0.119
H -0.4956 -23.3911 -24.0728 1.23 -0.62 -0.17 0.048
H -3.3029 -23.5614 -24.0243 0.04 -0.49 0.39 0.114
H -2.4482 -22.5562 -25.0526 0.26 0.41 0.00 0.104
H -2.0230 -22.4437 -21.9614 -0.16 -0.48 0.00 0.121
H -2.8279 -21.2895 -23.0714 -1.05 -0.60 0.32 0.098
H -1.0877 -19.2637 -23.1710 -0.26 -0.04 -0.39 0.081
H 0.5118 -19.9069 -22.8208 0.01 -0.48 -0.20 0.074
H -0.8153 -20.1292 -21.6890 0.14 0.14 0.28 0.096
C -3.5015 -21.5155 -28.2441 -0.36 -0.06 0.03 -0.112
O -3.9743 -20.4981 -29.0928 -0.90 0.59 -0.43 -0.188
C -5.1604 -19.8092 -28.6267 0.62 -0.16 0.26 -0.213
C -5.6366 -18.9254 -29.7426 -0.76 2.22 -2.04 -0.176
N -6.9430 -18.1557 -29.6868 -0.29 -2.13 1.73 -0.041
C -8.0967 -19.0446 -29.4114 1.42 1.96 0.86 -0.220
C -9.3418 -18.2064 -29.7616 0.11 -1.10 -0.29 -0.184
O -9.2698 -17.4777 -31.0111 0.49 -0.35 0.88 -0.206
C -9.0178 -18.2329 -32.1862 -0.58 -0.51 0.58 -0.110
H -2.8230 -22.1391 -28.8262 -0.09 0.01 0.02 0.092
H -4.3440 -22.1050 -27.8824 -0.03 -0.34 0.04 0.082
H -2.9653 -21.1530 -27.3670 0.10 0.34 0.12 0.071
H -4.8169 -19.1973 -27.7925 -0.56 -0.09 0.45 0.090
H -5.9575 -20.5035 -28.3612 0.14 -0.34 0.41 0.113
H -5.6566 -19.5161 -30.6584 0.40 -0.22 -0.16 0.120
H -4.9166 -18.1114 -29.8271 0.43 -0.28 -0.46 0.098
H -7.3474 -17.7066 -30.4960 1.78 0.61 -0.88 0.053
H -8.0047 -19.2181 -28.3392 -0.86 -0.32 0.22 0.104
H -8.0371 -20.0213 -29.8916 -0.18 -0.10 -0.51 0.112
H -9.5841 -17.4492 -29.0158 0.25 -0.11 -0.04 0.120
H -10.0789 -19.0080 -29.7151 -1.07 0.43 -0.59 0.111
H -8.0953 -18.8135 -32.1769 0.35 0.04 0.32 0.075
H -8.9579 -17.5629 -33.0438 -0.35 0.06 0.25 0.084
H -9.8271 -18.9605 -32.2478 -0.16 -0.10 -0.63 0.091
C -9.5605 -9.6178 -23.7549 -0.51 -1.65 -0.62 -0.070
O -10.1005 -10.5040 -24.7651 -0.75 1.63 -0.43 -0.216
C -9.5703 -11.7774 -24.9949 -0.26 -0.15 0.87 -0.242
C -10.3276 -12.5024 -26.1164 -0.76 -0.39 1.84 -0.134
N -11.7034 -13.0196 -25.5608 2.71 0.16 -0.33 -0.024
C -12.5282 -13.3811 -26.6750 -1.53 0.33 -2.02 -0.268
C -13.8797 -13.9077 -26.2565 0.94 0.44 0.73 -0.240
O -14.4826 -12.7976 -25.6346 -0.33 -0.59 1.88 -0.188
C -15.4037 -13.1601 -24.6005 -1.40 0.34 -1.30 -0.096
H -10.4242 -9.0091 -23.4873 0.47 0.48 -0.14 0.087
H -8.6712 -9.1080 -24.1256 -0.19 0.37 -0.05 0.078
H -9.2667 -10.1587 -22.8553 0.05 -0.30 0.10 0.078
H -9.7607 -12.2965 -24.0555 0.52 -0.65 -0.04 0.092
H -8.4999 -11.7021 -25.1863 0.23 -0.27 -0.18 0.118
H -9.7395 -13.3766 -26.3956 -0.12 -0.18 0.10 0.094
H -10.3345 -11.8593 -26.9964 -0.71 0.14 -0.13 0.097
H -12.2394 -12.2005 -25.3123 0.54 0.42 1.13 0.094
H -12.2170 -14.1356 -27.3975 1.13 0.36 -0.04 0.127
H -12.6862 -12.3716 -27.0546 -0.46 -0.44 -1.91 0.122
H -13.5407 -14.7092 -25.6001 -0.78 -0.23 0.85 0.116
H -14.5465 -14.3463 -26.9988 0.25 0.16 -0.49 0.126
H -15.1829 -13.9937 -23.9338 0.94 0.24 0.05 0.086
H -16.3054 -13.4874 -25.1182 -0.40 -0.24 -0.06 0.077
H -15.7401 -12.2676 -24.0730 0.57 0.01 0.18 0.085
C -9.4504 -16.9374 -24.0370 0.49 -0.87 1.39 -0.068
C -9.6574 -16.0654 -22.7951 1.23 1.47 -0.79 -0.367
C -8.9047 -16.3694 -21.4686 0.40 -2.22 -1.29 -0.238
O -9.3305 -15.6925 -20.3376 0.24 -0.38 1.82 -0.164
C -8.8970 -16.3564 -19.0980 -1.02 0.17 -0.50 -0.075
N -9.2473 -14.7028 -23.3303 -1.15 -0.74 1.36 0.039
H -10.4447 -16.9282 -24.4835 0.48 -0.34 -0.76 0.080
H -9.1755 -17.9376 -23.7020 -0.22 -0.35 -0.39 0.062
H -8.6426 -16.5497 -24.6577 -0.25 0.05 -0.14 0.062
H -10.7461 -16.1115 -22.7655 -0.08 0.24 1.52 0.126
H -7.8182 -16.4283 -21.5326 0.67 1.62 -0.72 0.113
H -8.9000 -17.4488 -21.3173 -1.47 -0.75 0.25 0.105
H -7.8281 -16.5214 -18.9622 0.29 0.77 -0.39 0.082
H -9.2919 -17.3638 -18.9660 -0.45 -0.26 -0.73 0.078
H -9.3474 -15.8244 -18.2601 0.38 0.45 -0.22 0.084
H -9.9517 -14.5745 -24.0427 0.02 0.35 -0.88 0.031
H -9.6545 -14.1003 -22.6294 0.39 0.85 0.45 0.056
C -6.0113 -16.9248 -33.8648 2.07 1.00 -0.46 -0.037
C -5.6560 -16.0623 -32.6481 -1.87 -1.56 2.01 -0.389
C -4.2993 -15.3572 -32.5134 -0.24 1.09 -1.27 -0.212
O -3.2366 -16.2405 -32.3675 0.69 -1.27 0.52 -0.171
C -2.0689 -15.8376 -33.0372 -0.51 0.39 -1.69 -0.114
N -6.9003 -15.3375 -32.2583 1.11 0.52 -0.59 0.073
H -5.0742 -17.4322 -34.0937 -0.14 -0.63 -0.15 0.078
H -6.1424 -16.2795 -34.7334 -0.48 0.08 -0.17 0.076
H -6.8367 -17.6282 -33.7547 0.21 0.32 0.27 0.055
H -5.6466 -16.7769 -31.8250 0.61 -0.44 0.15 0.102
H -4.2319 -14.6515 -31.6855 -0.73 0.11 0.40 0.124
H -4.0941 -14.7449 -33.3915 -0.21 0.26 -0.46 0.111
H -1.2721 -16.5810 -33.0165 -0.18 0.11 0.63 0.092
H -1.7433 -14.8102 -32.8742 0.31 0.04 1.20 0.078
H -2.3192 -15.7071 -34.0900 -0.11 -0.47 -0.60 0.084
H -6.6383 -14.6370 -31.5795 -0.24 0.23 0.38 0.052
H -7.2343 -14.8240 -33.0613 -0.13 0.22 -0.16 0.032
C 1.2958 -20.2298 -30.8627 -1.16 -0.53 -0.41 -0.077
C 2.1686 -19.0005 -30.9886 0.07 0.59 1.53 -0.373
C 1.4421 -17.6668 -30.5891 0.31 0.30 -0.83 -0.152
O 1.9938 -16.6040 -31.4027 0.05 0.56 -0.11 -0.187
C 1.4213 -15.2932 -31.3169 -0.68 -0.30 0.67 -0.101
N 3.2548 -19.2569 -30.0162 0.11 -0.57 -0.11 0.035
H 1.7724 -21.1948 -31.0354 0.64 0.33 -0.48 0.082
H 0.4666 -20.1607 -31.5667 -0.18 -0.07 0.01 0.078
H 0.8742 -20.4226 -29.8762 -0.15 0.70 0.26 0.057
H 2.4894 -18.9211 -32.0273 0.40 0.16 0.14 0.133
H 1.6879 -17.5335 -29.5356 -0.12 0.41 0.20 0.105
H 0.3559 -17.6570 -30.6793 -0.22 -0.28 -0.24 0.116
H 1.9729 -14.4952 -31.8140 0.79 -0.65 -0.14 0.085
H 1.2793 -14.9552 -30.2904 0.25 -0.16 0.41 0.064
H 0.4266 -15.1878 -31.7501 -0.28 -0.65 -0.23 0.053
H 3.6960 -18.4956 -29.5203 0.27 0.81 -1.43 0.029
H 2.7843 -19.6066 -29.1937 -0.12 -0.88 -0.01 0.026
C -6.5672 -19.0557 -24.9739 -0.61 0.26 -0.24 -0.036
C -6.6914 -20.0285 -23.7970 0.48 -0.48 -0.06 -0.387
C -7.1960 -21.4460 -24.2312 -1.48 -0.02 0.15 -0.174
O -7.5383 -22.2176 -23.0984 1.92 3.34 2.95 -0.213
C -7.8532 -23.5103 -23.2192 0.57 -1.78 -1.28 -0.156
N -5.3683 -20.3324 -23.2745 0.39 -1.04 -0.38 0.024
H -6.5468 -19.6322 -25.8987 0.50 0.07 -0.12 0.061
H -5.7233 -18.3708 -24.8914 0.54 -0.51 0.06 0.067
H -7.3548 -18.3198 -25.1362 -0.61 -0.46 0.43 0.046
H -7.2437 -19.6880 -22.9211 -0.92 0.36 -0.50 0.125
H -6.4128 -21.9038 -24.8355 0.17 -0.15 -0.04 0.122
H -8.1622 -21.5257 -24.7292 0.04 1.07 -1.19 0.124
H -7.0124 -24.0003 -23.7101 -0.15 -0.56 -0.90 0.087
H -8.7801 -23.5402 -23.7921 -0.28 -1.02 -0.05 0.094
H -7.8476 -24.0691 -22.2833 -0.74 0.62 0.38 0.094
H -4.6840 -19.6126 -23.0910 -0.58 0.18 0.27 0.070
H -5.5590 -20.9864 -22.5288 0.89 0.17 0.43 0.072
C 0.5754 -20.6227 -26.8821 1.32 -0.12 -0.17 -0.046
C 1.8471 -21.1309 -26.1469 0.33 1.50 1.35 -0.323
C 2.8511 -19.9347 -25.9106 -1.11 -0.20 -1.12 -0.147
O 3.2340 -19.4416 -27.2445 -0.60 -0.08 2.38 -0.234
C 3.8070 -18.1479 -27.1380 0.19 -0.09 -0.84 -0.101
N 1.3826 -21.7236 -24.8054 0.64 0.36 -1.99 0.075
H 0.0470 -21.4366 -27.3785 -0.20 -0.06 0.29 0.077
H 0.8238 -19.8966 -27.6562 0.01 0.09 0.02 0.052
H -0.0226 -20.1350 -26.1122 -0.35 0.00 -0.23 0.074
H 2.5341 -21.7502 -26.7236 -0.82 -0.98 -0.03 0.133
H 3.7502 -20.1857 -25.3477 -0.02 -0.37 0.00 0.109
H 2.3325 -19.1459 -25.3658 -0.06 0.32 0.04 0.111
H 4.8915 -18.2205 -27.0556 0.14 0.07 0.19 0.099
H 3.4151 -17.5128 -26.3436 -0.16 -0.23 0.15 0.076
H 3.5733 -17.6667 -28.0878 0.13 0.43 0.31 0.058
H 0.6880 -21.0837 -24.4474 0.67 1.06 0.40 0.003
H 0.6190 -22.3162 -25.0981 0.36 -1.42 -0.41 0.037
C -5.2674 -9.8954 -35.6721 0.39 0.04 0.86 -0.051
C -5.1128 -10.6343 -34.3346 0.32 -0.25 -0.90 -0.420
C -5.9842 -11.8916 -34.2512 -0.80 -0.14 0.94 -0.187
O -7.3647 -11.5379 -34.1225 -1.38 -0.06 -1.05 -0.206
C -8.3257 -12.5020 -34.6455 1.16 -0.12 0.05 -0.071
N -3.7057 -11.0255 -34.2335 -0.01 -0.97 -0.24 0.041
H -5.0114 -10.5143 -36.5320 -0.38 -0.31 0.10 0.079
H -4.4594 -9.1645 -35.6408 -0.32 0.59 -0.22 0.065
H -6.2527 -9.4346 -35.7424 0.15 0.06 -0.25 0.075
H -5.3135 -9.9600 -33.5020 -0.79 0.05 0.01 0.120
H -5.7680 -12.4353 -33.3316 0.52 -0.16 0.28 0.105
H -5.8366 -12.6138 -35.0542 0.20 0.29 -0.48 0.124
H -8.1500 -12.7559 -35.6909 0.49 0.15 -0.21 0.082
H -9.3743 -12.2047 -34.6359 0.29 0.80 0.63 0.084
H -8.2540 -13.4380 -34.0915 -0.03 -0.07 0.19 0.059
H -3.5827 -11.5908 -33.4056 0.17 0.06 0.25 0.039
H -3.0927 -10.2264 -34.1566 -0.11 0.14 0.05 0.069
C -7.2799 -14.5357 -28.2350 1.06 0.85 -1.45 -0.042
C -6.0920 -14.7719 -27.2872 -0.90 -0.03 2.04 -0.386
C -5.1474 -15.9322 -27.6485 0.79 1.04 0.09 -0.134
O -3.9204 -15.8443 -26.8213 -0.70 -0.91 -1.13 -0.242
C -3.0109 -16.9485 -27.0857 -0.55 0.91 -0.39 -0.062
N -5.3997 -13.5034 -26.9296 0.21 -0.25 -0.61 0.077
H -7.9411 -13.7014 -28.0010 -0.35 -0.48 1.25 0.055
H -7.8090 -15.3984 -28.6400 0.01 -0.16 0.50 0.069
H -6.9004 -14.0130 -29.1130 0.71 -0.38 -0.64 0.050
H -6.5279 -15.0547 -26.3290 -0.32 -0.49 0.13 0.116
H -4.9125 -15.8035 -28.7051 0.52 -0.28 -0.24 0.118
H -5.6453 -16.8939 -27.5251 0.01 -0.03 0.10 0.105
H -2.7406 -16.9696 -28.1415 -0.36 -0.15 -0.34 0.089
H -3.4799 -17.8888 -26.7961 0.20 -0.07 0.11 0.072
H -2.0457 -16.7834 -26.6069 -0.45 0.08 0.62 0.063
H -4.4084 -13.6914 -26.8832 0.38 0.03 -0.45 0.050
H -5.5720 -13.3301 -25.9496 -0.38 0.23 0.13 0.047
C -0.1775 -14.6923 -26.4307 0.09 -0.66 -0.58 -0.053
C 1.3074 -14.7737 -25.9795 -1.64 0.27 0.00 -0.396
C 2.1977 -14.0210 -26.9485 1.51 -1.24 -0.77 -0.188
O 3.5249 -14.5666 -26.8759 1.93 1.00 0.22 -0.216
C 4.4533 -13.8207 -27.7379 -0.83 -0.83 0.33 -0.076
N 1.2759 -14.1682 -24.6650 0.84 0.93 0.92 0.044
H -0.4297 -13.6634 -26.6873 0.03 0.10 0.15 0.072
H -0.8857 -15.0527 -25.6846 0.28 0.29 0.51 0.043
H -0.4534 -15.3049 -27.2890 0.52 -0.02 -0.44 0.063
H 1.6568 -15.7957 -25.8328 0.04 -0.28 -0.85 0.127
H 2.2731 -12.9441 -26.7977 -0.55 0.15 0.19 0.128
H 1.9972 -14.2662 -27.9914 -1.23 0.46 -0.16 0.108
H 4.4764 -12.7499 -27.5356 -0.41 0.10 0.14 0.080
H 4.1752 -14.0077 -28.7751 -0.19 0.23 -0.20 0.078
H 5.4894 -14.1493 -27.6568 -0.26 -0.51 0.55 0.082
H 1.0501 -14.8592 -23.9638 -0.19 -0.01 -0.34 0.001
H 2.2045 -13.8836 -24.3879 0.37 0.25 -0.09 0.078
C -4.7143 -15.7069 -22.9832 0.20 0.42 -0.39 -0.047
C -4.1705 -14.2713 -23.2341 0.92 -0.62 -0.34 -0.353
C -3.5324 -13.6754 -21.9417 -0.18 -0.56 -0.81 -0.174
O -4.3595 -13.9146 -20.8360 0.20 -0.88 0.94 -0.198
C -5.6503 -13.4008 -20.6500 -0.13 0.75 -0.21 -0.095
N -3.1762 -14.4799 -24.3436 0.00 -0.12 0.65 0.065
H -5.4253 -15.8918 -23.7884 -0.03 -0.30 -0.11 0.062
H -5.2295 -15.9159 -22.0457 0.18 0.38 0.06 0.067
H -3.8581 -16.3692 -23.1119 -0.10 -0.26 0.16 0.062
H -5.0297 -13.7140 -23.6074 0.03 0.69 0.34 0.114
H -3.1083 -12.6730 -21.9996 -0.96 0.83 -0.38 0.115
H -2.5940 -14.1722 -21.6952 -0.16 -0.87 -0.16 0.110
H -6.3963 -13.5350 -21.4333 0.40 -0.03 -0.79 0.080
H -5.5438 -12.3370 -20.4376 -0.44 0.24 0.11 0.075
H -6.1397 -13.9152 -19.8230 0.55 0.01 0.39 0.085
H -2.7067 -13.6796 -24.7426 -0.24 0.61 0.74 0.034
H -3.6615 -14.8380 -25.1538 -0.21 -0.53 0.05 0.022